[1]
A molecular structure, C28H25Cl2N7O2Pt. Source: OMol25; level of theory: ωB97M-V with the def2-TZVPD basis set.

Cartesian coordinates (Å):
Pt1 -0.9927 1.4236 0.5300
Cl1 0.5672 -5.5626 -1.7042
Cl2 -2.9917 -1.4872 -0.8357
O1 -4.5143 -1.3798 -1.0504
O2 -0.4409 -1.7975 -0.2538
N1 -0.6667 2.7468 -0.9370
N2 -3.5898 4.0214 1.1582
N3 -1.1820 0.1012 2.0364
N4 -0.2443 -2.9118 -0.7220
N5 0.3932 2.6513 -1.7722
N6 -0.1275 -0.4402 2.6812
N7 1.0340 0.9498 0.4459
C1 -1.8738 -1.6957 3.1691
C2 -2.5641 -3.1095 -1.4303
C3 3.8087 0.9342 2.8967
C4 -0.5060 4.6366 -2.1093
C5 -1.2702 -3.6304 -1.3194
C6 2.5185 -0.2945 -1.0503
C7 3.9253 0.3281 5.3535
C8 3.1093 1.0891 1.7205
C9 0.5020 3.7857 -2.4932
C10 -3.3168 -5.0977 -2.5057
C11 -2.9211 1.7491 0.5555
C12 1.5962 0.7356 -0.7969
C13 1.8737 0.0310 3.9275
C14 2.9993 -0.1997 -4.8242
C15 -1.2078 3.9463 -1.1168
C16 1.7638 0.7015 1.5866
C17 -2.2398 -0.6429 2.3278
C18 3.1959 0.4165 4.0398
C19 -4.0274 2.7183 0.6046
C20 1.1814 0.1296 2.7225
C21 -2.0402 -5.6391 -2.4195
C22 2.9898 -0.5667 -2.3182
C23 -3.5823 -3.8276 -2.0102
C24 1.6411 1.1670 -3.2001
C25 -0.5229 -1.5368 3.3622
C26 1.2044 1.4841 -1.9169
C27 2.5474 0.1480 -3.4304
C28 -1.0266 -4.9098 -1.8310
H1 -4.1121 -5.6688 -2.9639
H2 4.8432 1.2542 2.9450
H3 2.8589 -0.8909 -0.2136
H4 -3.1915 -0.3840 1.8962
H5 2.9544 0.6669 -5.4841
H6 -4.8681 2.2888 1.1735
H7 -2.5053 -2.4736 3.5592
H8 1.3041 3.9078 -3.1990
H9 -3.2090 3.8777 2.0868
H10 4.9969 0.2033 5.1986
H11 4.0247 -0.5699 -4.8245
H12 -2.0365 4.2465 -0.4910
H13 -4.5632 -3.3718 -2.0547
H14 3.5708 -0.5132 5.9495
H15 2.3697 -0.9785 -5.2612
H16 3.5906 1.5343 0.8590
H17 -4.4305 2.9262 -0.4003
H18 -0.6890 5.6332 -2.4680
H19 -4.3860 4.6439 1.2488
H20 1.3618 -0.3555 4.8009
H21 3.7828 1.2348 5.9459
H22 -1.8220 -6.6251 -2.8039
H23 1.2618 1.7403 -4.0381
H24 0.1869 -2.1209 3.9196
H25 3.7048 -1.3712 -2.4512

Its net charge is 0. Its spin multiplicity is 5. The total energy comes out at -72249.1594 eV. The calculation puts the energy above the lowest of the compared OMol25 structures with the same formula, charge and spin at 635.8 kJ/mol. Its HOMO energy (alpha / beta) is -6.09 / -6.79 eV. The LUMO energy (alpha / beta) is 0.630 / -1.582 eV.


[2]
A molecular structure, C28H25F10GeN4O3SY. Source: OMol25; level of theory: ωB97M-V with the def2-TZVPD basis set.

Cartesian coordinates (Å):
Y1 -0.6747 0.0173 -0.1619
Ge1 -0.0140 -3.1486 -1.6765
S1 2.7574 1.8121 -2.1057
F1 -0.8637 -2.9441 4.1658
F2 -0.8116 -1.2842 2.0492
F3 3.1954 4.6357 3.6485
F4 -3.1953 -4.2261 4.8845
F5 2.5330 6.0607 1.4091
F6 -5.4302 -3.7778 3.3767
F7 1.9406 2.2238 4.0745
F8 -5.4460 -2.1394 1.3187
F9 0.1331 1.2930 2.3349
F10 0.7766 5.1836 -0.3447
O1 1.5921 -0.3529 0.5966
O2 2.6094 3.2344 -1.9213
O3 2.8363 1.3437 -3.4636
N1 -2.9086 -0.7284 0.5650
N2 -2.6750 1.4702 -0.9576
N3 -0.4729 2.5142 0.0376
N4 1.6826 0.9917 -1.2286
C1 5.9819 0.1081 0.5190
C2 -1.1452 -4.6079 -2.4582
C3 1.6698 2.9323 2.9640
C4 -4.2616 -2.2977 1.9680
C5 4.6288 -0.1681 0.6857
C6 -0.9220 3.1808 -1.1667
C7 -1.9851 -2.7362 3.4609
C8 4.1838 1.2502 -1.2007
C9 0.7595 2.4605 2.0500
C10 -3.4541 2.3143 -0.0728
C11 -4.2772 -3.1593 3.0498
C12 0.4000 3.1194 0.8438
C13 -0.6565 -1.3965 -1.8676
C14 -1.8700 2.2288 -1.9077
C15 2.2410 0.3108 -0.2403
C16 3.7408 0.4187 -0.1953
C17 1.0429 4.3774 0.7090
C18 -1.9859 -1.8885 2.3869
C19 -3.9591 -0.5551 -0.4243
C20 2.2944 4.1518 2.7608
C21 -3.4850 0.3997 -1.5298
C22 0.2052 -3.7581 0.2095
C23 1.7653 -3.5468 -2.4907
C24 6.4205 0.9489 -0.5008
C25 5.5209 1.5380 -1.3838
C26 -3.1019 -1.5870 1.5597
C27 1.9558 4.8623 1.6253
C28 -3.1549 -3.3946 3.8173
H1 2.5485 -2.9422 -2.0278
H2 -2.8603 -0.1572 -2.2292
H3 -1.2974 1.5047 -2.5023
H4 1.7350 -3.2930 -3.5536
H5 -2.1288 -4.5961 -1.9835
H6 -0.1072 3.4417 -1.8517
H7 0.8153 -3.0729 0.8020
H8 -4.8869 -0.1725 0.0205
H9 -4.2182 -1.5014 -0.9168
H10 -1.4497 4.1220 -0.9519
H11 2.0245 -4.6060 -2.3847
H12 4.2653 -0.8156 1.4726
H13 -1.2837 -4.4193 -3.5267
H14 -0.6990 -5.6003 -2.3303
H15 -0.7683 -3.8648 0.6968
H16 6.7073 -0.3340 1.1909
H17 7.4810 1.1470 -0.6036
H18 -4.3686 0.8127 -2.0518
H19 -3.9335 1.7002 0.6873
H20 -2.8048 3.0245 0.4330
H21 5.8527 2.1946 -2.1770
H22 -2.4986 2.7967 -2.6157
H23 -4.2350 2.8621 -0.6292
H24 0.6917 -4.7382 0.2098
H25 -0.6979 -1.1779 -2.9489

Its net charge is -2. Its spin multiplicity is 1. The total energy comes out at -137113.8731 eV. The calculation puts the energy above the lowest of the compared OMol25 structures with the same formula, charge and spin at 0.0 kJ/mol. Its HOMO energy is 0.00 eV. The LUMO energy is 4.317 eV.


[3]
A molecular structure, C28H25F6N3O5OsS2Sb at a distorted geometry. Source: OMol25; level of theory: ωB97M-V with the def2-TZVPD basis set.

Cartesian coordinates (Å):
Os1 -0.7366 0.4826 0.7544
Sb1 2.5077 -0.7170 1.4084
S1 -0.1245 -1.7751 -1.4378
S2 -0.8408 -2.5448 0.9962
F1 -0.8963 0.1627 -2.9859
F2 -1.6475 -3.6711 3.1222
F3 -2.3679 -1.4118 -2.7779
F4 -2.0040 -0.0246 -1.1101
F5 -2.9224 -4.0716 1.4083
F6 -0.9865 -5.0393 1.5726
O1 0.3966 2.0137 0.0331
O2 -1.6063 -1.3203 1.4247
O3 0.5149 -2.5414 1.5112
O4 0.7151 -2.3624 -2.4027
O5 0.4888 -0.6788 -0.5951
N1 -2.2023 1.6755 1.5456
N2 -0.9029 3.7670 -0.5603
N3 -0.9676 -2.7567 -0.5389
C1 -3.8564 1.9818 3.2453
C2 3.6517 -2.0510 2.5300
C3 -4.3437 3.0922 2.5799
C4 0.4090 -0.6627 3.7369
C5 -2.7873 1.3061 2.7044
C6 -0.2924 -0.0516 4.7461
C7 3.9913 1.6171 2.5975
C8 5.0354 -1.8482 2.4453
C9 0.9926 0.1201 2.7050
C10 -3.7541 3.4651 1.3774
C11 0.7433 1.5145 2.6872
C12 5.4693 2.3346 0.3261
C13 4.5341 1.3087 0.2355
C14 -0.4723 1.3464 4.7553
C15 5.6635 2.9968 1.5327
C16 0.0219 2.1175 3.7332
C17 1.5126 3.9754 -0.7072
C18 -2.7036 2.7386 0.8633
C19 3.8142 0.9695 1.3762
C20 -1.6928 -3.9757 1.8382
C21 5.2934 -3.5492 4.1300
C22 -2.1748 3.0507 -0.5173
C23 5.8490 -2.5929 3.2824
C24 4.9331 2.6394 2.6623
C25 3.0804 -3.0557 3.3217
C26 0.2759 3.2028 -0.3912
C27 -1.4373 -0.7294 -2.2007
C28 3.9149 -3.7778 4.1529
H1 5.1001 3.1446 3.6059
H2 3.4600 1.3239 3.4957
H3 2.0250 -3.2821 3.2876
H4 -4.2985 1.6358 4.1698
H5 1.4138 5.0207 -0.4148
H6 -0.0928 3.1953 3.7550
H7 6.0532 2.6036 -0.5446
H8 -0.9142 4.7250 -0.8821
H9 -2.3823 0.4259 3.1776
H10 5.4717 -1.1148 1.7797
H11 5.9427 -4.1469 4.7553
H12 -2.9053 3.6716 -1.0263
H13 -4.1362 4.3103 0.8209
H14 6.9191 -2.4346 3.2610
H15 2.3711 3.5248 -0.2141
H16 -5.1895 3.6442 2.9681
H17 -0.6788 -0.6500 5.5629
H18 -0.9959 1.8153 5.5802
H19 6.4020 3.7845 1.6013
H20 0.5801 -1.7255 3.7872
H21 3.4978 -4.5364 4.8023
H22 1.6781 3.9409 -1.7882
H23 1.2703 2.1383 1.9853
H24 4.3989 0.7851 -0.7024
H25 -2.0844 2.1375 -1.1019

Its net charge is +3. Its spin multiplicity is 1. The total energy comes out at -91098.3426 eV. The calculation puts the energy above the lowest of the compared OMol25 structures with the same formula, charge and spin at 25.5 kJ/mol. Its HOMO energy (alpha / beta) is -16.48 / -16.47 eV. The LUMO energy (alpha / beta) is -12.422 / -12.426 eV.


[4]
A molecular structure, C28H25IN7O8PS2Ti. Source: OMol25; level of theory: ωB97M-V with the def2-TZVPD basis set.

Cartesian coordinates (Å):
I1 -5.4114 3.4728 -0.7758
Ti1 0.2617 0.3951 -0.0037
S1 1.4868 0.2924 -4.7170
S2 1.4210 2.0780 -1.6986
P1 2.4329 1.0265 -3.1540
O1 0.2171 -5.5790 4.8928
O2 0.5431 -2.2686 -0.7401
O3 -2.4994 -2.3156 0.4142
O4 3.3890 -0.9221 2.1367
O5 2.2156 -4.7910 4.9055
O6 1.8767 -0.1257 0.7172
O7 -3.1714 -3.6220 2.1065
O8 -0.5801 -0.6534 1.2416
N1 -1.0985 -2.8847 -2.1903
N2 -1.3774 1.0486 -3.1509
N3 -0.5156 -0.6115 -1.8217
N4 -2.9034 0.2018 0.0344
N5 -2.3141 -2.8317 1.6202
N6 -1.9490 1.1152 -0.1915
N7 1.0584 -4.7796 4.5245
C1 3.7468 2.1621 -3.7238
C2 -4.1178 0.7367 -0.0972
C3 -3.9483 2.0708 -0.4229
C4 5.8018 3.7763 -4.6891
C5 2.9958 -1.5895 -2.3978
C6 1.5954 -2.8158 3.1665
C7 -0.6554 -3.7373 3.1146
C8 -1.9383 -2.5000 -3.1731
C9 4.6770 1.6534 -4.6303
C10 3.3522 -0.2566 -2.2590
C11 4.3541 0.1033 -1.3601
C12 5.7016 2.4536 -5.1058
C13 -2.0339 -1.2158 -3.5728
C14 -2.5659 2.2597 -0.4578
C15 1.1962 -1.8037 2.2987
C16 3.6256 -2.5600 -1.6301
C17 -0.3049 -1.9424 -1.5494
C18 0.6509 -3.7294 3.5822
C19 -0.1377 -1.7174 1.9036
C20 4.8768 4.2886 -3.7942
C21 4.6193 -2.1996 -0.7352
C22 2.2509 -0.8992 1.7367
C23 -1.2826 -0.2443 -2.8470
C24 4.9882 -0.8665 -0.6053
C25 3.8534 3.4822 -3.3071
C26 0.2382 2.1960 1.0974
C27 -1.0486 -2.7575 2.2106
C28 -1.1007 -4.2471 -1.6632
H1 6.4223 2.0473 -5.8045
H2 -0.5319 2.0926 1.8617
H3 3.3210 -3.5953 -1.7194
H4 -0.0933 -4.5000 -1.3478
H5 3.1382 3.8768 -2.5981
H6 -2.6769 -0.9261 -4.3887
H7 1.2219 2.3145 1.5507
H8 4.9508 5.3182 -3.4667
H9 -1.7730 -4.2926 -0.8066
H10 5.0903 -2.9527 -0.1164
H11 -1.3601 -4.4972 3.4106
H12 -5.0049 0.1477 0.0638
H13 4.5854 0.6272 -4.9655
H14 5.7475 -0.5808 0.1103
H15 0.0242 3.0665 0.4763
H16 -1.4242 -4.9258 -2.4501
H17 -2.5148 -3.2936 -3.6295
H18 2.6222 -2.8707 3.4924
H19 -1.7806 1.2887 -4.0396
H20 -2.6692 -0.8227 0.3330
H21 2.2206 -1.8606 -3.1021
H22 6.6010 4.4042 -5.0636
H23 4.6192 1.1466 -1.2340
H24 -0.6377 1.6558 -2.7988
H25 -2.0030 3.1525 -0.6753

Its net charge is -1. Its spin multiplicity is 2. The total energy comes out at -118430.7901 eV. The calculation puts the energy above the lowest of the compared OMol25 structures with the same formula, charge and spin at 0.0 kJ/mol. Its HOMO energy (alpha / beta) is -3.77 / -6.04 eV. The LUMO energy (alpha / beta) is 1.878 / 1.878 eV.